No. 1
# C7H10N2O2

C7H10N2O2 in the gas phase (ωB97M-V/def2-TZVPD, OMol25).

HOMO level (alpha / beta) ... -7.928 / -7.928 eV
LUMO (alpha / beta) ... 0.12 / 0.12 eV
2S+1 ... 1

CARTESIAN COORDINATES (ANGSTROEM)
C -1.99 1.05 -1.09
C -2.17 0.00 -0.21
C 0.60 0.74 -1.87
C 1.57 -0.31 -1.33
C 1.80 -0.07 0.22
C 0.54 0.14 0.92
C 0.13 -0.62 2.13
N -0.63 0.57 -1.32
N -0.87 -0.53 -0.44
O 0.80 1.59 -2.66
O -3.13 -0.48 0.67
H -2.58 1.92 -1.58
H 1.00 -1.26 -1.61
H 2.51 -0.34 -1.84
H 2.31 -0.90 0.67
H 2.40 0.86 0.27
H 0.32 1.23 0.68
H -0.32 -1.61 1.99
H -0.58 0.06 2.78
H 1.11 -0.73 2.62
H -2.80 -1.32 0.97

natural (NBO) population analysis, charges in e, atoms 1 to 5: atom 1 (C): -0.19, atom 2 (C): 0.36, atom 3 (C): 0.66, atom 4 (C): -0.47, atom 5 (C): -0.48

***

No. 2
# C10H17N2O2

A gas-phase ion, C10H17N2O2 (charge +1) (ωB97M-V/def2-TZVPD, OMol25).

SMILES string ... C=C1[C@H](C(C)(C)N)/[N+]1=C(\C)COC=O
HOMO level ... -13.601 eV
LUMO ... -3.96 eV
Charge ... +1
2S+1 ... 1

CARTESIAN COORDINATES (ANGSTROEM)
C 0.64 0.85 2.60
C -0.10 0.54 1.60
C -1.04 -0.06 0.71
C -0.97 -1.61 0.39
C -1.79 -1.72 -0.90
C -1.59 -2.25 1.65
N 0.45 -1.93 0.23
N -0.25 0.78 -0.04
C 0.45 1.04 -1.09
C 0.05 0.94 -2.50
C 1.94 1.22 -0.84
O 2.27 2.07 0.16
C 2.02 3.39 -0.12
O 1.42 3.78 -1.08
H 1.54 1.47 2.69
H 0.40 0.50 3.54
H -2.13 0.24 0.96
H -1.66 -2.75 -1.42
H -1.59 -0.93 -1.64
H -2.84 -1.76 -0.69
H -2.69 -1.88 1.81
H -1.49 -3.36 1.51
H -1.05 -2.12 2.61
H 0.68 -2.76 0.76
H 0.60 -2.32 -0.80
H 0.83 0.42 -3.03
H -0.13 1.90 -2.81
H -0.87 0.53 -2.67
H 2.33 0.25 -0.59
H 2.44 1.49 -1.75
H 2.12 4.01 0.77

natural (NBO) population analysis, charges in e, atoms 1 to 5: atom 1 (C): -0.39, atom 2 (C): 0.26, atom 3 (C): -0.10, atom 4 (C): 0.12, atom 5 (C): -0.64

***

No. 3
# C4H7N3O2

C4H7N3O2 in the gas phase (ωB97M-V/def2-TZVPD, OMol25).

SMILES string ... Nn1[nH]c(CO)cc1=O
HOMO level ... -8.208 eV
LUMO ... 0.47 eV
2S+1 ... 1

CARTESIAN COORDINATES (ANGSTROEM)
N 1.97 1.64 -0.11
N 1.10 0.64 0.29
N -0.31 0.80 0.09
C -0.92 -0.41 0.03
C -2.37 -0.59 0.07
O -2.92 0.71 -0.26
C 0.09 -1.36 0.13
C 1.39 -0.78 0.06
O 2.48 -1.17 -0.23
H 2.49 1.92 0.70
H 2.52 1.48 -0.93
H -0.77 1.64 0.35
H -2.62 -1.40 -0.72
H -2.74 -0.94 1.08
H -3.88 0.70 -0.18
H 0.09 -2.47 -0.01

natural (NBO) population analysis, charges in e, atoms 1 to 5: atom 1 (N): -0.66, atom 2 (N): -0.14, atom 3 (N): -0.38, atom 4 (C): 0.20, atom 5 (C): -0.10

***

Quick rundown of DFT total energy, same order as above: -532.53286, -650.83169, -471.29359 Eh
Quick rundown of largest force on an atom, same order as above: 5.07, 4.87, 3.42 eV Å⁻¹
Quick rundown of relative energy (zero: lowest compared OMol25 entry of this formula, charge and spin), same order as above: 140.7, 115.4, 68.7 kcal per mole